1.
{
  "formula": "C34H59ClIMoN5O3Si4",
  "method": "ωB97M-V/def2-TZVPD",
  "spin_multiplicity": 3,
  "s_squared": 2.06,
  "e_tot_ha": -3814.06313,
  "fmax_ev_per_a": 2.6,
  "total_charge": 2,
  "gap_ev": [5.8, 5.9],
  "species": ["Mo", "C", "N", "C", "C", "O", "C", "O", "C", "C", "O", "N", "C", "C", "H", "H", "H", "H", "H", "H", "H", "H", "H", "H", "H", "H", "H", "H", "H", "H", "Cl", "C", "C", "C", "C", "C", "C", "C", "H", "H", "H", "H", "H", "H", "I", "C", "C", "C", "C", "N", "C", "H", "H", "H", "H", "C", "Si", "C", "C", "Si", "Si", "C", "C", "C", "Si", "C", "C", "C", "H", "H", "H", "H", "H", "H", "H", "H", "H", "H", "H", "H", "H", "H", "H", "H", "H", "H", "H", "H", "H", "H", "H", "H", "H", "H", "H", "N", "C", "C", "C", "C", "C", "N", "H", "H", "H", "H", "H", "H"],
  "positions_angstrom": [[0.459, -0.358, -0.378], [-5.151, 1.751, -0.503], [-3.741, 2.153, -0.578], [-3.437, 3.373, -1.324], [-2.771, 1.446, 0.003], [-1.568, 1.753, -0.025], [-3.170, 0.170, 0.730], [-2.058, -0.314, 1.445], [-1.881, 0.351, 2.676], [-0.441, 0.810, 2.831], [0.411, 0.498, 1.988], [-0.154, 1.542, 3.905], [1.175, 2.125, 4.072], [-1.062, 1.761, 5.028], [-5.744, 2.458, -1.074], [-5.518, 1.759, 0.524], [-5.306, 0.756, -0.922], [-3.963, 4.222, -0.888], [-3.748, 3.260, -2.363], [-2.370, 3.565, -1.286], [-3.448, -0.608, 0.018], [-4.016, 0.347, 1.397], [-2.131, -0.339, 3.487], [-2.533, 1.225, 2.742], [1.693, 2.121, 3.120], [1.756, 1.561, 4.803], [1.070, 3.151, 4.425], [-1.910, 1.082, 5.005], [-1.427, 2.790, 5.037], [-0.515, 1.585, 5.953], [-1.551, -3.191, -3.776], [-0.914, -1.629, -4.239], [-0.545, -1.467, -5.567], [-0.158, -0.222, -6.031], [-0.194, 0.866, -5.170], [-0.549, 0.683, -3.846], [-0.873, -0.574, -3.322], [-1.153, -0.697, -1.851], [-0.575, -2.315, -6.239], [0.122, -0.095, -7.069], [0.051, 1.858, -5.531], [-0.610, 1.548, -3.194], [-1.641, -1.656, -1.641], [-1.877, 0.075, -1.620], [0.856, 5.243, -2.083], [1.656, 3.682, -0.950], [2.856, 3.816, -0.266], [3.310, 2.721, 0.458], [2.592, 1.548, 0.447], [1.440, 1.412, -0.234], [0.975, 2.486, -0.903], [3.419, 4.741, -0.300], [4.240, 2.773, 1.010], [2.946, 0.665, 0.958], [0.028, 2.363, -1.398], [0.126, -2.073, 4.486], [-0.241, -3.164, 2.979], [-2.075, -3.276, 2.574], [0.213, -4.891, 3.552], [1.100, -2.265, 1.160], [1.739, -4.856, 0.454], [3.195, -4.685, -0.733], [0.056, -5.338, -0.247], [2.250, -6.253, 1.598], [3.336, -1.942, 1.972], [3.467, -0.567, 3.262], [3.972, -3.481, 2.838], [4.472, -1.560, 0.511], [-0.668, -2.128, 5.239], [0.275, -1.025, 4.221], [1.048, -2.420, 4.964], [-2.632, -3.669, 3.431], [-2.236, -3.967, 1.739], [-2.510, -2.320, 2.290], [-0.269, -5.079, 4.517], [1.289, -5.026, 3.693], [-0.136, -5.661, 2.860], [3.304, -3.705, -1.188], [3.091, -5.429, -1.536], [4.123, -4.920, -0.203], [-0.360, -4.648, -0.981], [-0.673, -5.444, 0.561], [0.146, -6.322, -0.727], [2.924, -5.954, 2.403], [2.784, -6.991, 0.989], [1.396, -6.756, 2.053], [2.727, -0.724, 4.053], [3.310, 0.439, 2.867], [4.455, -0.582, 3.733], [3.233, -3.897, 3.531], [4.863, -3.234, 3.423], [4.249, -4.264, 2.127], [4.047, -0.840, -0.196], [4.686, -2.473, -0.052], [5.433, -1.162, 0.853], [1.171, -3.128, -2.031], [1.957, -2.141, -2.515], [2.921, -2.447, -3.488], [3.738, -1.467, -3.979], [3.576, -0.168, -3.492], [2.633, 0.063, -2.536], [1.823, -0.897, -1.998], [1.168, -3.974, -2.578], [0.256, -2.856, -1.721], [2.993, -3.469, -3.842], [4.480, -1.690, -4.736], [4.182, 0.653, -3.852], [2.504, 1.067, -2.181]],
  "atomic_forces_ev_per_a": [[-1.82, -0.87, 0.47], [0.12, -0.12, 0.09], [-0.06, 0.06, -0.04], [0.01, -0.01, -0.01], [0.08, 0.23, -0.03], [-0.16, 0.01, -0.06], [0.14, -0.08, 0.04], [0.05, -0.01, -0.08], [0.19, -0.02, -0.09], [-0.35, -0.04, 0.13], [0.17, -0.07, -0.67], [0.20, 0.07, 0.02], [-0.06, -0.04, 0.04], [-0.07, 0.06, -0.10], [0.03, 0.01, -0.04], [0.02, 0.06, 0.00], [0.01, 0.04, -0.04], [-0.02, -0.05, 0.01], [-0.01, -0.01, 0.03], [0.03, -0.02, 0.03], [-0.11, 0.05, -0.06], [-0.09, -0.08, -0.02], [-0.02, -0.02, 0.05], [-0.01, 0.00, 0.09], [0.02, 0.00, -0.02], [-0.01, -0.01, -0.03], [-0.04, -0.03, -0.01], [0.04, 0.02, 0.01], [0.01, -0.01, -0.03], [0.00, -0.04, 0.01], [0.09, 0.01, 0.09], [-0.09, 0.01, 0.13], [0.06, -0.02, -0.10], [-0.05, 0.03, 0.02], [0.04, 0.07, -0.01], [0.02, -0.04, 0.02], [0.21, -0.02, -0.02], [0.42, -0.08, -0.22], [-0.06, 0.02, 0.06], [0.00, -0.02, 0.04], [-0.02, -0.05, 0.01], [0.06, -0.02, 0.03], [0.12, -0.13, 0.26], [0.03, 0.11, 0.25], [0.08, -0.17, 0.14], [-0.05, 0.40, -0.21], [-0.09, -0.17, 0.05], [0.22, 0.25, -0.01], [-0.11, -0.47, -0.09], [0.87, 1.81, -0.08], [-0.05, -0.33, 0.10], [-0.03, -0.06, 0.03], [-0.04, -0.05, 0.00], [-0.02, 0.06, 0.04], [-0.10, 0.00, -0.07], [-0.21, 0.06, 0.00], [-0.17, 0.62, 0.32], [-0.04, 0.09, -0.10], [0.32, -0.10, -0.29], [0.84, -2.43, 0.61], [-0.38, 1.46, -0.36], [0.05, -0.33, -0.10], [0.21, -0.43, -0.28], [-0.03, 0.05, 0.35], [0.05, 0.38, 0.05], [-0.07, 0.07, 0.01], [-0.18, -0.18, -0.06], [0.03, 0.00, -0.05], [0.06, -0.06, -0.05], [0.03, -0.06, 0.08], [-0.05, 0.02, -0.05], [0.12, -0.02, -0.01], [0.03, 0.05, 0.08], [0.00, -0.07, 0.00], [-0.05, 0.19, -0.06], [-0.19, -0.01, 0.05], [-0.01, 0.10, 0.14], [0.06, -0.15, 0.13], [0.09, 0.06, 0.07], [-0.07, -0.06, -0.03], [-0.05, -0.10, 0.13], [0.10, 0.00, -0.01], [-0.12, 0.08, 0.04], [-0.06, -0.10, -0.12], [-0.03, 0.12, -0.10], [0.11, 0.00, -0.10], [0.06, 0.00, -0.07], [0.00, -0.08, 0.11], [-0.02, -0.05, -0.08], [0.11, 0.05, -0.05], [-0.06, 0.08, -0.07], [-0.02, 0.11, 0.10], [0.06, -0.07, 0.03], [-0.03, 0.10, 0.07], [-0.08, -0.02, 0.04], [-0.20, 0.29, -0.47], [-0.11, 0.18, 0.14], [0.20, -0.05, -0.18], [-0.05, -0.09, 0.06], [0.11, 0.15, -0.05], [-0.01, -0.11, -0.06], [0.32, 0.07, -0.13], [-0.08, -0.09, 0.00], [-0.19, -0.05, 0.09], [-0.04, 0.07, 0.03], [-0.04, -0.01, 0.04], [-0.07, -0.04, 0.01], [-0.03, 0.07, 0.04]],
  "mulliken_charge": [0.2465, -0.9666, 0.2290, -1.0665, 0.2598, -0.4666, -1.6961, -0.0024, -2.2154, -0.2923, 0.8035, 0.5535, -0.8124, -1.1082, 0.3917, 0.2994, 0.3501, 0.4141, 0.3935, 0.1980, 0.5537, 0.7848, 0.5003, 0.7347, 0.0682, 0.2928, 0.4508, 0.4242, 0.3043, 0.3962, -0.1904, 1.0074, -0.7015, -0.6161, -1.0762, -0.1100, -0.1444, -1.7108, 0.4795, 0.4482, 0.4830, 0.3775, 0.9806, 0.7834, 0.1170, -0.7075, -0.5296, -1.1917, -0.1202, 1.6009, 0.4960, 0.5019, 0.6414, -0.2213, -0.5580, -0.5652, 1.0545, -0.8359, -1.1537, 0.2681, 1.0771, -0.8054, -0.9955, -1.3788, 0.1794, -0.8726, -1.1447, -1.0603, 0.4313, -0.2291, 0.4488, 0.4415, 0.3649, -0.1495, 0.4911, 0.3029, 0.2522, -0.2463, 0.5554, 0.4287, 0.1045, 0.2261, 0.5381, 0.4188, 0.4570, 0.4249, 0.1549, 0.1341, 0.6187, 0.2754, 0.5033, 0.2492, 0.0483, 0.3320, 0.6055, 0.9461, -1.0175, -0.6346, -1.0115, -1.1176, -0.6658, 1.6106, 0.5304, -0.6936, 0.5435, 0.5036, 0.5829, 0.4123]
}

***

2.
{
  "formula": "C5H8O2",
  "method": "ωB97M-V/def2-TZVPD",
  "smiles": "C#C[C@H](O)CCO",
  "e_tot_ha": -345.71282,
  "fmax_ev_per_a": 0.6,
  "total_charge": 0,
  "gap_ev": 10.7,
  "e_above_lowest_kj_mol": 241.9,
  "species": ["O", "C", "C", "C", "O", "C", "C", "H", "H", "H", "H", "H", "H", "H", "H"],
  "positions_angstrom": [[1.411, 0.956, 1.498], [1.010, 1.262, 0.183], [0.848, 0.029, -0.702], [-0.247, -0.934, -0.237], [0.249, -1.594, 0.932], [-1.522, -0.300, 0.148], [-2.511, 0.068, 0.729], [0.924, 0.163, 1.767], [1.788, 1.907, -0.241], [0.068, 1.836, 0.174], [1.780, -0.548, -0.707], [0.640, 0.341, -1.733], [-0.429, -1.677, -1.027], [-0.505, -2.044, 1.338], [-3.362, 0.392, 1.285]],
  "atomic_forces_ev_per_a": [[-0.10, -0.17, 0.17], [-0.07, 0.15, -0.39], [0.03, 0.00, 0.00], [-0.05, 0.09, -0.18], [-0.08, -0.27, 0.11], [-0.43, 0.10, 0.36], [0.41, -0.11, -0.25], [0.16, 0.10, 0.03], [-0.12, -0.08, 0.04], [0.14, -0.09, 0.06], [-0.11, 0.09, -0.04], [-0.02, -0.01, 0.16], [-0.02, 0.14, 0.12], [0.23, 0.03, 0.01], [0.03, 0.04, -0.21]],
  "mulliken_charge": [-0.5355, -0.5099, -0.6645, 0.1598, -0.5419, -0.7123, 0.1023, 0.3917, 0.3272, 0.2787, 0.2913, 0.3586, 0.2829, 0.3534, 0.4182]
}

***

3.
{
  "formula": "C18H24B2F4N4O5Ti",
  "method": "ωB97M-V/def2-TZVPD",
  "spin_multiplicity": 3,
  "s_squared": 2.03,
  "e_tot_ha": -2593.78474,
  "fmax_ev_per_a": 3.3,
  "total_charge": 2,
  "gap_ev": [6.2, 4.7],
  "species": ["Ti", "C", "C", "N", "O", "B", "F", "F", "O", "N", "C", "C", "C", "N", "O", "B", "F", "F", "O", "N", "C", "C", "C", "H", "H", "H", "H", "H", "H", "H", "H", "H", "H", "H", "H", "C", "C", "C", "C", "C", "C", "C", "O", "C", "C", "C", "H", "H", "H", "H", "H", "H", "H", "H", "H", "H", "H", "H"],
  "positions_angstrom": [[1.369, 0.007, -1.190], [-0.176, -4.024, -1.026], [0.014, -2.552, -1.034], [1.150, -1.953, -0.912], [2.337, -2.589, -0.798], [3.425, -1.828, -1.458], [2.523, -0.909, -2.513], [4.272, -2.594, -2.103], [4.073, -0.756, -0.681], [3.303, 0.355, -0.662], [3.764, 1.549, -0.545], [5.193, 1.890, -0.357], [2.671, 2.555, -0.717], [1.567, 1.969, -1.024], [0.393, 2.598, -1.282], [-0.435, 1.777, -2.249], [0.597, 0.919, -2.924], [-1.120, 2.550, -3.075], [-1.331, 0.746, -1.593], [-0.598, -0.364, -1.313], [-1.066, -1.566, -1.303], [-2.465, -1.955, -1.614], [2.849, 4.023, -0.631], [0.790, -4.517, -0.944], [-0.664, -4.346, -1.948], [-0.813, -4.345, -0.198], [5.799, 0.989, -0.415], [5.360, 2.361, 0.614], [5.521, 2.595, -1.121], [-3.084, -1.067, -1.723], [-2.883, -2.615, -0.854], [-2.490, -2.505, -2.558], [3.879, 4.306, -0.437], [2.209, 4.435, 0.152], [2.516, 4.482, -1.566], [-5.292, -0.007, 1.400], [-3.823, 0.005, 1.628], [-3.153, -1.095, 2.124], [-1.746, -1.119, 2.271], [-1.069, -2.335, 2.800], [-0.985, 0.007, 1.848], [0.466, -0.166, 1.705], [1.093, 0.072, 0.666], [-1.641, 1.191, 1.520], [-0.937, 2.495, 1.442], [-3.061, 1.163, 1.377], [-5.733, -0.981, 1.595], [-5.526, 0.295, 0.376], [-5.790, 0.730, 2.036], [-3.725, -1.972, 2.402], [-1.780, -3.141, 2.969], [-0.592, -2.110, 3.760], [-0.284, -2.683, 2.125], [1.025, -0.586, 2.546], [-1.222, 3.089, 2.320], [0.144, 2.389, 1.447], [-1.249, 3.067, 0.569], [-3.570, 2.074, 1.076]],
  "atomic_forces_ev_per_a": [[0.74, 0.33, -2.76], [-0.01, -0.04, -0.03], [0.76, -0.25, 0.16], [-0.42, -1.53, -0.08], [-0.27, -0.51, 0.10], [-0.30, 0.68, -0.67], [0.85, -0.76, 0.32], [0.05, -0.10, 0.10], [0.42, 0.07, 0.08], [0.77, 0.48, 0.07], [0.24, -0.66, 0.05], [0.13, 0.05, 0.05], [-0.54, 0.22, -0.12], [0.62, 1.40, 0.12], [-0.03, 0.35, -0.14], [0.59, -0.21, -0.42], [-0.55, 0.34, 0.24], [-0.18, 0.07, 0.14], [-0.39, -0.17, 0.10], [-1.32, -0.52, -0.13], [-0.25, 0.60, 0.05], [-0.05, 0.11, -0.05], [-0.16, 0.14, 0.01], [-0.03, -0.03, 0.00], [0.01, 0.00, -0.01], [0.00, 0.03, 0.01], [-0.01, 0.01, -0.01], [-0.05, 0.01, 0.00], [-0.02, -0.01, -0.02], [-0.01, -0.03, 0.00], [0.03, -0.02, 0.05], [0.02, 0.01, 0.00], [0.02, -0.03, 0.02], [0.05, 0.00, 0.03], [0.04, -0.02, -0.01], [-0.30, 0.29, -0.08], [0.07, -0.45, 0.21], [-0.66, 0.37, -0.10], [0.74, 0.18, -0.25], [-0.26, -0.02, 0.04], [-0.62, 0.27, -0.39], [0.73, 0.06, 0.09], [-1.24, -0.16, 3.05], [1.05, -0.27, 0.22], [-0.12, 0.04, -0.10], [-0.52, -0.04, 0.09], [0.03, -0.02, -0.01], [0.05, -0.10, -0.02], [0.05, -0.05, 0.07], [0.08, -0.05, 0.01], [0.03, -0.01, 0.00], [0.05, 0.01, -0.01], [0.04, 0.00, 0.01], [0.06, -0.09, -0.02], [-0.05, -0.04, 0.02], [-0.01, 0.04, -0.03], [0.02, 0.00, -0.03], [0.05, 0.01, -0.05]],
  "mulliken_charge": [-1.9023, -1.5743, 0.3095, 1.1085, -0.5381, 0.5809, -0.2825, -0.1784, -0.5478, 1.1000, 0.4644, -1.7572, 0.6498, 1.1389, -0.5683, 0.4505, -0.1276, -0.2096, -0.5376, 1.3458, 0.6507, -1.8180, -1.5387, 0.4189, 0.4188, 0.3074, 0.3974, 0.3829, 0.4400, 0.3729, 0.3916, 0.4186, 0.4425, 0.3064, 0.3499, -1.6080, 0.4041, -0.6385, 0.8861, -1.7918, 1.1882, -1.4051, -0.2423, 1.3043, -1.6766, -0.4313, 0.4036, 0.3904, 0.3895, 0.4511, 0.4203, 0.3937, 0.3748, 0.5693, 0.5265, 0.2682, 0.3833, 0.5741]
}